# 1
The following is a quantum chemistry calculation of C28H30O5PS3Ti as an isolated structure in a non-equilibrium geometry, from the OMol25 dataset.

Last column: Mulliken charge in e.
Geometry (Å):
Ti (0.006, 0.284, 0.337)  -0.201
O (-1.424, 0.379, 2.053)  -0.454
S (-0.098, 0.428, 2.727)  1.029
O (-0.054, 0.795, 4.093)  -0.649
O (0.662, 1.373, 1.775)  -0.343
S (0.671, -1.312, 2.129)  -0.356
C (2.830, -1.712, -0.785)  -1.272
C (2.360, -0.430, -1.460)  0.264
C (2.024, -0.667, -2.927)  -1.045
O (1.211, 0.077, -0.771)  -0.155
H (3.736, -2.074, -1.267)  0.500
H (2.051, -2.473, -0.873)  0.211
H (3.035, -1.539, 0.271)  0.305
H (3.136, 0.335, -1.380)  0.360
H (1.132, -1.291, -3.000)  0.130
H (2.854, -1.184, -3.406)  0.510
H (1.846, 0.267, -3.460)  0.303
C (-1.079, -3.216, -0.454)  -1.734
P (-1.469, -1.443, -0.668)  2.046
C (-1.735, -1.220, -2.461)  -0.323
C (-2.295, -2.239, -3.228)  -0.686
C (-2.482, -2.068, -4.591)  -0.764
C (-2.125, -0.873, -5.198)  -0.595
C (-1.573, 0.151, -4.443)  -1.000
C (-1.371, -0.022, -3.083)  0.346
C (-3.123, -1.256, 0.057)  0.587
C (-4.091, -0.481, -0.576)  -0.358
C (-5.315, -0.269, 0.038)  -0.629
C (-5.563, -0.797, 1.296)  -0.653
C (-4.597, -1.563, 1.932)  -0.685
C (-3.381, -1.799, 1.315)  -0.628
H (-1.992, -3.807, -0.426)  0.555
H (-0.534, -3.334, 0.481)  0.500
H (-0.448, -3.550, -1.278)  0.478
H (-2.590, -3.172, -2.762)  0.401
H (-2.909, -2.867, -5.181)  0.437
H (-2.269, -0.742, -6.262)  0.416
H (-1.288, 1.080, -4.920)  0.483
H (-0.925, 0.767, -2.503)  0.463
H (-3.897, -0.066, -1.558)  0.306
H (-6.074, 0.309, -0.470)  0.464
H (-6.515, -0.618, 1.780)  0.420
H (-4.794, -1.975, 2.914)  0.440
H (-2.631, -2.399, 1.817)  0.352
O (-1.239, 1.500, -0.304)  0.354
S (-1.509, 2.682, 0.683)  0.677
C (-3.127, 3.221, 0.151)  0.565
C (-4.104, 3.379, 1.121)  -0.334
C (-5.378, 3.770, 0.733)  -0.721
C (-5.660, 3.968, -0.610)  -0.491
C (-4.675, 3.781, -1.576)  -0.745
C (-3.397, 3.413, -1.197)  -0.243
C (-0.541, 3.992, -0.098)  0.403
C (0.587, 3.667, -0.840)  -0.215
C (1.341, 4.685, -1.402)  -0.874
C (0.977, 6.009, -1.208)  -0.507
C (-0.140, 6.324, -0.448)  -0.716
C (-0.904, 5.314, 0.114)  -0.518
H (-3.868, 3.206, 2.164)  0.486
H (-6.149, 3.908, 1.479)  0.454
H (-6.653, 4.276, -0.911)  0.422
H (-4.904, 3.930, -2.623)  0.459
H (-2.612, 3.283, -1.933)  0.387
H (0.875, 2.639, -0.989)  0.637
H (2.220, 4.446, -1.986)  0.452
H (1.570, 6.800, -1.647)  0.402
H (-0.417, 7.357, -0.289)  0.422
H (-1.783, 5.551, 0.701)  0.464

Properties
2S+1	1
net charge	+1
energy relative to the best compared isomer or geometry (same formula, charge and spin)	0.0	kJ/mol
highest occupied orbital energy	-11.74	eV
max |F|	3.25	eV/A

# 2
The following is a quantum chemistry calculation of a 4-piece molecular cluster, C27H52N7O9 overall in a non-equilibrium geometry, from the OMol25 dataset.

Last column: Mulliken charge in e.
Geometry (Å):
C (-5.518, 2.882, -5.902)  -0.826
C (-5.310, 2.031, -4.478)  0.408
O (-4.694, 2.661, -3.474)  -0.510
N (-5.839, 0.614, -4.465)  -0.395
C (-4.774, -0.222, -3.773)  -0.222
C (-4.926, -0.259, -2.130)  -0.512
C (-3.516, -0.930, -1.556)  -0.595
C (-3.177, -0.142, -0.132)  -0.182
C (-1.984, -0.907, 0.695)  -0.248
N (-1.652, -2.347, 0.364)  -0.045
C (-0.538, -2.862, 1.270)  -0.550
C (-0.266, -1.510, 2.204)  0.325
C (0.878, -1.600, 3.412)  -0.215
O (1.803, -2.741, 3.234)  -0.012
N (2.836, -2.367, 2.421)  -0.008
O (3.765, -3.087, 2.788)  -0.234
N (-1.162, -0.323, 1.823)  0.164
C (-1.169, 1.026, 2.507)  -0.529
C (-1.308, 2.315, 1.505)  -0.663
C (-0.449, 2.206, 0.109)  0.086
C (-0.398, 3.698, -0.632)  -0.918
N (0.177, 3.657, -2.031)  0.030
C (-0.840, 3.249, -3.075)  -0.044
N (-0.914, 1.895, -3.420)  -0.673
N (-1.752, 4.203, -3.816)  -0.413
H (-5.392, 2.085, -6.761)  0.322
H (-4.675, 3.704, -5.892)  0.221
H (-6.593, 3.363, -5.869)  0.284
H (-5.825, 0.305, -5.476)  0.341
H (-3.713, 0.255, -4.028)  -0.030
H (-4.759, -1.356, -4.135)  0.335
H (-5.796, -0.944, -1.746)  0.296
H (-5.073, 0.818, -1.662)  0.299
H (-3.772, -2.055, -1.277)  0.205
H (-2.653, -0.861, -2.344)  0.372
H (-4.175, -0.234, 0.513)  0.372
H (-3.002, 1.007, -0.289)  0.244
H (-2.051, -3.014, -0.343)  0.296
H (-0.006, -3.909, 1.320)  0.379
H (0.272, -1.818, 4.416)  0.288
H (1.435, -0.573, 3.554)  0.297
H (-2.101, 1.054, 3.251)  0.208
H (-0.170, 1.124, 3.119)  0.276
H (-0.852, 3.246, 2.097)  0.404
H (-2.451, 2.611, 1.327)  0.305
H (-0.907, 1.476, -0.687)  0.100
H (0.659, 1.892, 0.352)  0.256
H (0.215, 4.483, 0.016)  0.285
H (-1.492, 4.134, -0.724)  0.270
H (1.066, 3.113, -2.093)  0.339
H (-1.649, 1.757, -4.155)  0.221
H (-2.641, 4.304, -3.273)  0.234
H (-1.982, 3.860, -4.778)  0.306
O (3.447, -3.544, 10.230)  -0.563
C (3.252, -3.842, 9.055)  0.713
O (4.254, -3.751, 8.150)  -0.359
C (4.187, -4.261, 6.806)  -0.710
C (3.550, -3.249, 5.874)  -0.390
C (1.880, -4.220, 8.580)  -0.846
H (3.688, -5.234, 6.777)  0.401
H (5.221, -4.437, 6.490)  0.336
H (2.518, -3.034, 6.159)  0.133
H (3.555, -3.617, 4.844)  0.132
H (4.094, -2.300, 5.912)  0.333
H (1.313, -3.313, 8.358)  0.206
H (1.378, -4.772, 9.380)  0.305
H (1.881, -4.877, 7.711)  0.305
O (-0.146, 10.326, -4.131)  -0.586
C (0.436, 9.260, -4.311)  0.704
O (-0.205, 8.086, -4.103)  -0.384
C (0.315, 6.796, -4.473)  -0.234
C (1.216, 6.243, -3.387)  -0.744
C (1.892, 9.234, -4.671)  -0.868
H (0.806, 6.834, -5.450)  0.337
H (-0.551, 6.136, -4.590)  0.152
H (2.090, 6.879, -3.227)  0.387
H (1.561, 5.239, -3.646)  0.259
H (0.680, 6.196, -2.433)  0.159
H (2.490, 9.312, -3.761)  0.234
H (2.103, 10.094, -5.316)  0.308
H (2.190, 8.352, -5.235)  0.317
O (1.260, -5.763, -0.780)  -0.612
C (2.337, -6.198, -0.382)  0.765
O (2.404, -7.402, 0.234)  -0.341
C (3.628, -8.086, 0.555)  -0.407
C (4.175, -7.620, 1.890)  -0.874
C (3.582, -5.368, -0.483)  -0.710
H (4.357, -7.993, -0.256)  0.352
H (3.378, -9.151, 0.624)  0.310
H (4.428, -6.557, 1.872)  0.215
H (5.073, -8.184, 2.157)  0.364
H (3.427, -7.754, 2.678)  0.289
H (3.633, -4.690, 0.372)  0.044
H (3.531, -4.781, -1.405)  0.305
H (4.498, -5.954, -0.546)  0.319

Properties
2S+1	1
net charge	+1
highest occupied orbital energy	-11.20	eV
max |F|	7.75	eV/A

# 3
The following is a quantum chemistry calculation of an isolated ion of composition C4H12N8O2 and charge +2 in a non-equilibrium geometry, from the OMol25 dataset.

Last column: Mulliken charge in e.
Geometry (Å):
N (-3.230, 1.247, 0.957)  -0.388
C (-2.137, 0.560, 0.754)  0.598
N (-1.805, -0.486, 1.443)  -0.192
N (-1.308, 0.980, -0.193)  -0.350
N (-0.075, 0.422, -0.165)  0.162
N (0.248, -0.237, -1.389)  -0.335
C (0.320, -1.637, -1.382)  0.634
N (0.271, -2.175, -2.618)  -0.338
N (0.522, -2.205, -0.227)  -0.246
C (1.044, 1.505, 0.601)  0.343
O (0.469, 2.314, 1.225)  -0.374
C (2.397, 0.774, 0.844)  0.492
N (3.369, 1.597, 0.913)  -0.266
O (2.247, -0.361, 0.984)  -0.528
H (-3.379, 2.158, 0.538)  0.209
H (-3.966, 1.216, 1.657)  0.237
H (-2.302, -0.875, 2.171)  0.167
H (-0.940, -0.864, 1.059)  0.254
H (-1.645, 1.716, -0.776)  0.193
H (0.344, 0.267, -2.335)  0.290
H (0.403, -3.109, -2.869)  0.205
H (0.227, -1.712, -3.478)  0.181
H (0.420, -3.192, -0.142)  0.255
H (1.133, -1.834, 0.434)  0.316
H (3.108, 2.548, 0.788)  0.219
H (4.263, 1.385, 1.207)  0.263

Properties
2S+1	1
net charge	+2
energy relative to the best compared isomer or geometry (same formula, charge and spin)	0.0	kJ/mol
highest occupied orbital energy	-16.99	eV
max |F|	5.64	eV/A

# 4
The following is a quantum chemistry calculation of the molecule C18H24FN3O, from the OMol25 dataset.

Last column: Mulliken charge in e.
Geometry (Å):
C (5.317, 0.552, 2.102)  -1.090
C (4.856, 1.649, 1.151)  -0.327
C (5.171, 1.298, -0.306)  -0.921
C (4.509, 0.004, -0.745)  0.347
O (5.179, -0.928, -1.138)  -0.584
C (3.034, -0.061, -0.647)  1.083
C (2.260, 1.095, -0.762)  -0.696
C (0.891, 1.043, -0.683)  0.208
F (0.224, 2.227, -0.782)  -0.384
C (0.186, -0.154, -0.481)  -0.159
N (-1.183, -0.184, -0.345)  0.258
C (-1.846, -1.346, 0.201)  -0.833
C (-3.140, -0.909, 0.888)  -1.002
N (-4.010, -0.238, -0.060)  0.126
C (-5.318, 0.056, 0.493)  -0.818
C (-6.348, 0.254, -0.631)  -0.289
C (-7.682, 0.286, -0.093)  0.127
N (-8.735, 0.309, 0.351)  -0.416
C (-3.330, 0.941, -0.569)  -0.677
C (-2.046, 0.518, -1.272)  -0.862
C (0.985, -1.298, -0.360)  -0.227
C (2.367, -1.283, -0.449)  0.118
C (3.107, -2.577, -0.337)  -1.739
H (4.783, -0.375, 1.900)  0.204
H (6.381, 0.365, 1.982)  0.322
H (5.130, 0.838, 3.135)  0.384
H (5.362, 2.584, 1.402)  0.380
H (3.782, 1.805, 1.273)  0.311
H (4.859, 2.111, -0.964)  0.358
H (6.249, 1.165, -0.425)  0.422
H (2.711, 2.059, -0.932)  0.445
H (-1.205, -1.817, 0.946)  0.537
H (-2.088, -2.074, -0.588)  0.335
H (-3.652, -1.794, 1.272)  0.431
H (-2.888, -0.252, 1.739)  0.341
H (-5.629, -0.800, 1.098)  0.451
H (-5.305, 0.945, 1.147)  0.289
H (-6.171, 1.188, -1.169)  0.281
H (-6.269, -0.577, -1.337)  0.351
H (-3.973, 1.449, -1.289)  0.379
H (-3.087, 1.647, 0.244)  0.346
H (-1.548, 1.395, -1.677)  0.489
H (-2.309, -0.152, -2.106)  0.235
H (0.503, -2.253, -0.224)  0.453
H (3.956, -2.487, 0.338)  0.311
H (2.451, -3.369, 0.016)  0.391
H (3.510, -2.857, -1.309)  0.312

Properties
2S+1	1
net charge	0
energy relative to the best compared isomer or geometry (same formula, charge and spin)	0.0	kJ/mol
highest occupied orbital energy	-8.26	eV
max |F|	0.70	eV/A

For each record above, in turn, the calculated LUMO level values are -3.5, -3.5, -6.8, 0.4 eV.
For each record above, in turn, the calculated gap between HOMO and LUMO values are 8.245, 7.735, 10.203, 8.693 eV.